{"formula": "C3H9N", "method": "ωB97M-V with the def2-TZVPD basis set", "species": ["C", "C", "H", "H", "H", "H", "H", "H", "C", "N", "H", "H", "H"], "xyz": [[-2.882, -1.319, -3.310], [-1.631, -0.583, -2.716], [-3.280, -2.221, -2.768], [-2.561, -1.761, -4.270], [-3.646, -0.544, -3.411], [-0.824, -0.434, -3.453], [-1.877, 0.410, -2.340], [-1.362, -1.139, -1.824], [2.430, 0.802, 3.887], [2.631, 1.251, 2.727], [2.571, -0.244, 4.157], [2.378, 1.406, 4.795], [2.740, 2.261, 2.766]], "nbo_charge": [-0.621, -0.617, 0.207, 0.205, 0.207, 0.208, 0.201, 0.209, -0.042, -0.583, 0.157, 0.135, 0.332], "de_lowest_kj_mol": 146.9, "smiles": "C=N.CC", "total_energy_ha": -174.39710, "fmax_ev_per_a": 1.5, "total_charge": 0}

=====

{"formula": "C17H25N3O3S", "method": "ωB97M-V with the def2-TZVPD basis set", "species": ["O", "O", "S", "O", "C", "C", "C", "C", "C", "C", "C", "C", "C", "N", "N", "N", "C", "C", "C", "C", "C", "C", "C", "C", "H", "H", "H", "H", "H", "H", "H", "H", "H", "H", "H", "H", "H", "H", "H", "H", "H", "H", "H", "H", "H", "H", "H", "H", "H"], "xyz": [[-0.538, -2.189, 3.547], [-2.242, 1.654, 3.356], [3.331, 1.473, -1.721], [0.722, -1.348, -4.024], [-0.463, -1.050, 3.997], [-1.226, 2.087, 3.886], [1.721, 1.545, -2.148], [-1.450, -2.995, -7.193], [-0.765, -1.784, -7.330], [-1.424, -3.678, -5.975], [-0.053, -1.264, -6.245], [-0.713, -3.151, -4.892], [-0.017, -1.935, -5.019], [-1.304, 3.198, 4.625], [0.860, 0.458, -2.000], [-0.010, -0.013, 3.268], [-0.873, -0.817, 5.440], [-0.218, 3.875, 5.333], [0.616, -1.874, -2.693], [1.329, -0.920, -1.741], [0.346, -0.144, 1.866], [0.544, 1.277, 1.345], [0.961, 2.045, 2.595], [0.133, 1.382, 3.701], [1.328, 2.478, -2.539], [-2.001, -3.405, -8.034], [-0.780, -1.253, -8.277], [-1.954, -4.621, -5.870], [0.488, -0.330, -6.350], [-0.708, -3.711, -3.964], [-2.229, 3.600, 4.680], [-0.056, 0.553, -2.434], [-1.085, -1.780, 5.903], [-1.774, -0.206, 5.458], [-0.067, -0.327, 5.980], [0.550, 4.200, 4.628], [-0.609, 4.754, 5.848], [0.228, 3.208, 6.072], [-0.436, -1.952, -2.398], [1.070, -2.868, -2.631], [2.406, -1.019, -1.909], [1.127, -1.205, -0.705], [-0.442, -0.650, 1.307], [1.280, -0.702, 1.787], [-0.399, 1.669, 0.961], [1.322, 1.318, 0.587], [2.022, 1.877, 2.785], [0.759, 3.113, 2.498], [0.691, 1.426, 4.636]], "nbo_charge": [-0.633, -0.631, -0.182, -0.528, 0.696, 0.659, -0.055, -0.242, -0.190, -0.189, -0.287, -0.328, 0.383, -0.612, -0.573, -0.427, -0.710, -0.418, -0.078, -0.251, -0.209, -0.422, -0.387, -0.133, 0.207, 0.214, 0.217, 0.217, 0.223, 0.219, 0.410, 0.402, 0.245, 0.237, 0.210, 0.198, 0.219, 0.198, 0.176, 0.195, 0.241, 0.215, 0.218, 0.194, 0.213, 0.234, 0.214, 0.218, 0.214], "de_lowest_kj_mol": 121.3, "smiles": "CNC(=O)[C@@H]1CCCN1C(C)=O.S=CNCCOc1ccccc1", "total_energy_ha": -1450.97152, "fmax_ev_per_a": 2.5, "total_charge": 0}

=====

{"formula": "C4H12NO2", "method": "ωB97M-V with the def2-TZVPD basis set", "species": ["O", "C", "C", "N", "C", "C", "H", "H", "H", "H", "H", "H", "H", "H", "H", "H", "H", "H", "O"], "xyz": [[1.670, -1.342, -0.995], [1.717, -0.871, 0.106], [0.617, 0.083, 0.587], [-0.664, -0.516, -0.005], [-1.287, -1.542, 0.900], [0.798, 1.486, 0.075], [2.490, -1.016, 0.872], [0.592, -0.114, 1.659], [-1.360, 0.244, -0.150], [-0.499, -0.903, -0.941], [-0.762, -2.463, 0.631], [-2.224, -1.805, 0.415], [-1.417, -1.309, 1.961], [1.010, 1.412, -0.999], [1.652, 2.098, 0.411], [-0.142, 2.068, 0.319], [-2.761, 2.357, -0.305], [-1.462, 2.364, -1.359], [-1.881, 2.058, -0.555]], "nbo_charge": [-0.490, 0.434, -0.139, -0.530, -0.443, -0.678, 0.152, 0.229, 0.470, 0.452, 0.238, 0.238, 0.254, 0.229, 0.270, 0.275, 0.522, 0.514, -0.997], "de_lowest_kj_mol": 188.4, "total_energy_ha": -364.56345, "fmax_ev_per_a": 2.6, "total_charge": 1}

=====

{"formula": "C2H8N2O", "method": "ωB97M-V with the def2-TZVPD basis set", "species": ["C", "N", "C", "N", "H", "H", "H", "H", "H", "H", "H", "H", "O"], "xyz": [[0.214, -0.447, -1.851], [0.754, 0.789, -1.318], [1.446, 0.972, -0.184], [1.747, 2.098, 0.345], [0.731, -1.212, -1.267], [0.470, -0.528, -2.907], [-0.852, -0.600, -1.690], [0.538, 1.630, -1.838], [1.947, 0.119, 0.283], [2.163, 1.969, 1.255], [-2.575, -2.109, 3.371], [-3.655, -1.137, 3.133], [-2.928, -1.544, 2.668]], "nbo_charge": [-0.397, -0.607, 0.281, -0.746, 0.201, 0.199, 0.195, 0.392, 0.143, 0.339, 0.464, 0.464, -0.928], "de_lowest_kj_mol": 155.8, "smiles": "[H]/N=C/NC.O", "total_energy_ha": -265.72382, "fmax_ev_per_a": 2.1, "total_charge": 0}

=====

{"formula": "C54H78N9O5", "method": "ωB97M-V with the def2-TZVPD basis set", "species": ["N", "O", "O", "O", "C", "C", "C", "C", "C", "C", "N", "O", "C", "C", "C", "H", "H", "H", "H", "H", "H", "H", "H", "H", "H", "H", "H", "H", "H", "H", "H", "H", "H", "C", "C", "C", "C", "C", "C", "N", "O", "C", "C", "C", "H", "H", "H", "H", "H", "H", "H", "H", "H", "H", "H", "H", "H", "H", "H", "H", "H", "H", "C", "N", "C", "C", "C", "C", "C", "C", "C", "C", "N", "C", "C", "C", "H", "H", "H", "H", "H", "H", "H", "H", "H", "H", "H", "H", "H", "H", "C", "N", "C", "C", "C", "C", "C", "C", "C", "C", "N", "C", "C", "C", "H", "H", "H", "H", "H", "H", "H", "H", "H", "H", "H", "H", "H", "H", "C", "N", "C", "C", "C", "C", "C", "C", "C", "C", "N", "C", "C", "C", "H", "H", "H", "H", "H", "H", "H", "H", "H", "H", "H", "H", "H", "H"], "xyz": [[-0.458, -1.506, 0.930], [-1.302, -2.069, 1.634], [-0.701, -0.429, 0.328], [0.666, -2.043, 0.933], [6.308, -4.546, 0.740], [5.364, -3.489, 1.300], [5.325, -3.669, 2.833], [4.767, -2.488, 3.630], [5.695, -1.296, 3.334], [5.677, -0.870, 1.841], [5.978, -2.096, 1.052], [6.371, -1.943, -0.042], [6.630, 0.251, 1.502], [4.253, -0.461, 1.382], [4.023, -3.577, 0.584], [7.241, -4.676, 1.289], [6.551, -4.365, -0.305], [5.873, -5.541, 0.838], [6.321, -3.855, 3.244], [4.825, -4.611, 3.071], [4.744, -2.864, 4.650], [3.747, -2.356, 3.260], [6.724, -1.484, 3.650], [5.461, -0.438, 3.968], [7.685, -0.009, 1.628], [6.468, 1.136, 2.113], [6.648, 0.493, 0.438], [4.043, 0.540, 1.764], [3.356, -1.047, 1.569], [4.234, -0.249, 0.306], [4.082, -2.910, -0.285], [3.169, -3.111, 1.081], [3.769, -4.543, 0.157], [-6.711, 1.993, 2.265], [-5.396, 1.243, 2.651], [-4.238, 2.174, 2.271], [-2.897, 1.646, 2.770], [-2.973, 1.475, 4.290], [-4.108, 0.579, 4.854], [-5.399, 0.916, 4.110], [-6.404, 0.579, 4.586], [-4.299, 1.016, 6.311], [-3.676, -0.892, 4.641], [-5.321, -0.076, 1.803], [-7.595, 1.408, 2.504], [-6.604, 2.156, 1.195], [-6.708, 2.954, 2.777], [-4.357, 3.115, 2.820], [-4.317, 2.498, 1.234], [-2.134, 2.377, 2.476], [-2.491, 0.804, 2.200], [-3.047, 2.460, 4.761], [-2.009, 1.155, 4.688], [-5.011, 0.398, 6.862], [-4.704, 2.027, 6.352], [-3.378, 0.930, 6.884], [-2.867, -1.147, 5.321], [-3.282, -0.985, 3.629], [-4.552, -1.527, 4.770], [-5.649, 0.233, 0.810], [-6.095, -0.773, 2.128], [-4.359, -0.576, 1.714], [0.404, -2.799, -2.472], [0.583, -1.348, -2.728], [-0.505, -0.554, -2.835], [-0.371, 0.772, -3.173], [0.906, 1.264, -3.488], [1.992, 0.426, -3.309], [1.825, -0.914, -2.966], [1.028, 2.724, -3.806], [-0.036, 3.374, -4.423], [0.069, 4.711, -4.804], [1.250, 5.346, -4.656], [2.345, 4.713, -4.187], [2.233, 3.447, -3.695], [1.314, 6.801, -4.926], [1.088, -3.099, -1.681], [0.548, -3.297, -3.428], [-0.600, -2.955, -2.085], [-1.451, -1.033, -2.634], [-1.283, 1.342, -3.267], [3.006, 0.735, -3.524], [2.644, -1.589, -2.765], [-0.942, 2.850, -4.690], [-0.810, 5.233, -5.152], [3.234, 5.330, -4.171], [3.057, 2.846, -3.337], [1.199, 7.372, -4.004], [0.506, 7.172, -5.554], [2.290, 7.003, -5.363], [-4.443, -6.999, -4.611], [-3.639, -6.927, -3.384], [-2.507, -7.668, -3.312], [-1.650, -7.453, -2.274], [-2.001, -6.648, -1.165], [-3.303, -6.155, -1.159], [-4.064, -6.217, -2.327], [-1.079, -6.512, -0.028], [-0.969, -5.273, 0.629], [-0.113, -5.115, 1.708], [0.680, -6.142, 2.030], [0.714, -7.317, 1.380], [-0.189, -7.538, 0.370], [1.762, -5.924, 3.020], [-3.808, -6.904, -5.489], [-5.127, -6.156, -4.557], [-4.994, -7.937, -4.670], [-2.240, -8.160, -4.238], [-0.671, -7.901, -2.182], [-3.752, -5.568, -0.370], [-5.078, -5.853, -2.414], [-1.434, -4.370, 0.258], [0.066, -4.189, 2.235], [1.461, -8.034, 1.688], [-0.149, -8.482, -0.156], [2.660, -6.428, 2.673], [1.508, -6.297, 4.012], [1.929, -4.855, 3.130], [2.194, 2.134, 0.603], [1.414, 3.272, 0.021], [0.069, 3.186, -0.113], [-0.591, 4.278, -0.701], [0.133, 5.401, -1.160], [1.523, 5.427, -1.013], [2.084, 4.334, -0.401], [-0.589, 6.623, -1.683], [-1.825, 6.494, -2.314], [-2.581, 7.585, -2.705], [-2.076, 8.811, -2.445], [-0.846, 8.966, -1.950], [-0.049, 7.906, -1.505], [-2.798, 10.040, -2.917], [2.690, 1.693, -0.260], [1.535, 1.338, 0.950], [2.781, 2.542, 1.421], [-0.400, 2.303, 0.304], [-1.667, 4.211, -0.777], [2.119, 6.278, -1.307], [3.165, 4.258, -0.370], [-2.282, 5.527, -2.481], [-3.480, 7.478, -3.295], [-0.601, 10.005, -1.764], [0.839, 8.044, -0.905], [-2.270, 10.449, -3.776], [-2.718, 10.794, -2.135], [-3.825, 9.733, -3.086]], "lowdin_charge": [-0.612, -0.018, -0.084, -0.078, -0.001, -0.409, -0.132, -0.140, -0.085, -0.420, 0.023, 0.248, 0.000, -0.011, -0.008, 0.114, 0.102, 0.112, 0.139, 0.127, 0.137, 0.097, 0.146, 0.140, 0.119, 0.115, 0.093, 0.084, 0.069, 0.086, 0.082, 0.059, 0.102, 0.014, -0.421, -0.139, -0.185, -0.125, -0.408, 0.007, 0.293, 0.003, 0.029, 0.023, 0.104, 0.095, 0.105, 0.132, 0.124, 0.100, 0.088, 0.129, 0.135, 0.106, 0.107, 0.114, 0.112, 0.062, 0.107, 0.096, 0.108, 0.073, 0.048, -0.058, 0.026, 0.051, -0.109, 0.054, 0.043, -0.110, 0.050, 0.040, -0.053, 0.024, 0.041, 0.062, 0.097, 0.125, 0.098, 0.155, 0.131, 0.136, 0.159, 0.136, 0.158, 0.169, 0.128, 0.091, 0.122, 0.128, 0.055, -0.079, 0.046, 0.056, -0.128, 0.060, 0.035, -0.106, 0.049, 0.021, -0.065, 0.033, 0.073, 0.044, 0.119, 0.109, 0.135, 0.166, 0.132, 0.140, 0.159, 0.114, 0.126, 0.165, 0.142, 0.106, 0.128, 0.093, 0.046, -0.064, 0.046, 0.066, -0.107, 0.040, -0.011, -0.138, 0.015, 0.050, -0.056, 0.042, 0.068, 0.088, 0.098, 0.100, 0.122, 0.133, 0.129, 0.141, 0.166, 0.124, 0.165, 0.170, 0.142, 0.129, 0.126, 0.117], "de_lowest_kj_mol": 0.0, "total_energy_ha": -2970.26725, "fmax_ev_per_a": 2.9, "total_charge": 7}

=====

{"formula": "C33H31AsClCoNO2SSi", "method": "ωB97M-V with the def2-TZVPD basis set", "species": ["Co", "C", "Si", "C", "C", "C", "C", "C", "C", "N", "C", "S", "H", "H", "H", "H", "H", "H", "H", "H", "H", "H", "H", "H", "Cl", "C", "C", "C", "C", "O", "C", "C", "O", "C", "H", "H", "H", "H", "C", "C", "C", "C", "C", "C", "As", "C", "C", "C", "C", "C", "C", "C", "C", "C", "C", "C", "C", "H", "H", "H", "H", "H", "H", "H", "H", "H", "H", "H", "H", "H", "H", "H"], "xyz": [[1.804, -0.545, -0.680], [-4.383, -2.881, -0.381], [-2.671, -3.640, -0.400], [-2.727, -5.235, -1.369], [-2.098, -3.990, 1.330], [-1.581, -2.453, -1.383], [-2.032, -2.102, -2.649], [-1.311, -1.259, -3.496], [-0.129, -0.741, -3.021], [0.311, -1.039, -1.799], [-0.349, -1.898, -0.994], [0.564, -2.137, 0.464], [-5.008, -3.343, 0.386], [-4.884, -3.019, -1.341], [-4.338, -1.811, -0.180], [-3.380, -5.965, -0.886], [-1.730, -5.673, -1.443], [-3.098, -5.074, -2.383], [-2.856, -4.598, 1.830], [-1.938, -3.079, 1.905], [-1.159, -4.544, 1.325], [-2.980, -2.494, -3.002], [-1.660, -1.012, -4.487], [0.490, -0.080, -3.611], [7.842, -3.198, 2.029], [6.436, -2.286, 1.551], [5.951, -1.273, 2.397], [4.850, -0.539, 2.058], [4.147, -0.778, 0.844], [3.114, -0.054, 0.571], [4.667, -1.792, -0.005], [4.112, -2.069, -1.297], [3.144, -1.512, -1.829], [5.807, -2.537, 0.369], [6.467, -1.080, 3.329], [4.479, 0.241, 2.708], [4.624, -2.850, -1.878], [6.183, -3.305, -0.295], [0.956, 6.163, 2.164], [1.364, 5.007, 2.816], [1.200, 3.772, 2.208], [0.611, 3.678, 0.949], [0.221, 4.839, 0.292], [0.392, 6.077, 0.902], [0.418, 1.922, 0.132], [-0.777, 1.016, 1.382], [-2.106, 0.678, 1.159], [-2.830, 0.012, 2.142], [-2.235, -0.325, 3.347], [-0.898, -0.026, 3.559], [-0.173, 0.627, 2.577], [-0.696, 2.386, -1.395], [-0.062, 2.343, -2.633], [-0.734, 2.706, -3.793], [-2.059, 3.107, -3.725], [-2.697, 3.172, -2.494], [-2.016, 2.830, -1.335], [1.081, 7.127, 2.639], [1.818, 5.066, 3.796], [1.536, 2.884, 2.727], [-0.216, 4.793, -0.697], [0.080, 6.973, 0.382], [-2.583, 0.897, 0.215], [-3.866, -0.245, 1.962], [-2.807, -0.838, 4.110], [-0.411, -0.323, 4.478], [0.887, 0.796, 2.732], [0.973, 2.022, -2.698], [-0.223, 2.673, -4.747], [-2.590, 3.383, -4.627], [-3.726, 3.504, -2.433], [-2.509, 2.948, -0.379]], "lowdin_charge": [0.332, -0.172, 0.500, -0.176, -0.199, -0.230, -0.079, -0.053, -0.122, -0.077, -0.686, 0.728, 0.032, 0.029, 0.019, 0.033, 0.036, 0.028, 0.035, 0.005, 0.024, 0.103, 0.103, 0.109, 0.642, -0.673, -0.090, 0.004, -0.330, -0.169, -0.127, -0.158, -0.037, -0.066, 0.107, 0.116, 0.136, 0.114, -0.091, -0.084, -0.111, -0.360, -0.102, -0.084, 1.383, -0.382, -0.104, -0.088, -0.091, -0.081, -0.153, -0.403, -0.158, -0.087, -0.082, -0.075, -0.118, 0.101, 0.103, 0.087, 0.093, 0.103, 0.084, 0.100, 0.104, 0.106, 0.089, 0.090, 0.106, 0.103, 0.105, 0.104], "de_lowest_kj_mol": 51.6, "total_energy_ha": -6247.81944, "fmax_ev_per_a": 0.8, "multiplicity": 2, "total_charge": 0}